[1]
A molecular structure, C22H46LiN4O8 at a distorted geometry. Source: the OMol25 dataset; level of theory: the ωB97M-V functional and the def2-TZVPD basis.

Each line ends with the Mulliken charge.
Element x y z (Å)
Li (-19.565, 25.044, 5.160)  0.680
C (-23.001, 23.158, 4.180)  -0.542
C (-21.870, 23.993, 4.388)  0.329
C (-21.380, 25.039, 3.337)  0.191
O (-20.294, 25.662, 3.520)  -0.378
C (-22.272, 25.279, 2.230)  -1.099
C (-23.317, 24.382, 2.125)  0.369
C (-23.740, 23.271, 3.121)  0.188
O (-24.813, 22.566, 2.983)  -0.790
O (-24.036, 24.626, 1.056)  -0.749
O (-21.167, 23.769, 5.356)  -0.291
H (-23.228, 22.485, 4.994)  0.388
H (-21.916, 26.070, 1.587)  0.369
C (-18.358, 23.150, 9.119)  -1.047
C (-19.520, 22.540, 8.308)  0.291
C (-20.817, 23.330, 8.484)  -0.545
O (-21.098, 23.596, 9.842)  -0.457
C (-21.274, 22.530, 10.717)  -0.718
N (-19.004, 22.646, 6.924)  -0.555
H (-17.439, 22.613, 8.888)  0.398
H (-18.443, 22.956, 10.189)  0.342
H (-18.163, 24.173, 8.799)  -0.002
H (-19.635, 21.470, 8.482)  0.240
H (-21.652, 22.846, 7.978)  0.505
H (-20.809, 24.303, 7.993)  0.133
H (-21.823, 21.852, 10.063)  0.322
H (-21.923, 22.651, 11.585)  0.289
H (-20.350, 22.042, 11.028)  0.209
H (-18.855, 21.762, 6.458)  0.223
H (-19.851, 22.915, 6.444)  0.172
C (-19.553, 29.293, 2.881)  -1.571
C (-18.180, 28.771, 2.658)  0.729
C (-16.950, 29.691, 3.105)  -0.679
O (-15.891, 29.253, 2.285)  -0.334
C (-14.558, 29.854, 2.534)  -0.801
N (-17.994, 27.558, 3.425)  -0.268
H (-19.681, 29.540, 3.935)  0.272
H (-20.290, 28.568, 2.537)  0.315
H (-19.745, 30.261, 2.417)  0.470
H (-18.079, 28.646, 1.580)  0.318
H (-16.641, 29.633, 4.149)  0.324
H (-17.168, 30.714, 2.798)  0.359
H (-13.818, 29.056, 2.595)  0.204
H (-14.523, 30.611, 3.318)  0.355
H (-14.295, 30.449, 1.660)  0.307
H (-17.324, 27.115, 2.813)  0.072
H (-18.876, 27.077, 3.316)  -0.064
C (-17.053, 26.159, 6.928)  -1.457
C (-18.417, 26.991, 7.110)  0.781
C (-18.226, 28.323, 7.799)  -1.156
O (-19.577, 28.811, 8.023)  -0.300
C (-19.546, 29.928, 8.956)  -0.802
N (-19.087, 26.976, 5.785)  0.126
H (-16.329, 26.213, 7.740)  0.517
H (-16.454, 26.646, 6.159)  0.505
H (-17.230, 25.099, 6.747)  0.071
H (-19.034, 26.346, 7.734)  0.201
H (-17.637, 28.936, 7.117)  0.309
H (-17.520, 28.304, 8.629)  0.466
H (-19.260, 29.560, 9.941)  0.294
H (-20.512, 30.432, 8.972)  0.235
H (-18.788, 30.600, 8.553)  0.324
H (-18.578, 27.571, 5.146)  -0.211
H (-19.991, 27.401, 5.933)  0.276
C (-18.108, 22.303, 2.834)  -1.245
C (-17.128, 23.258, 3.551)  0.177
C (-16.498, 24.434, 2.716)  -0.767
O (-15.855, 25.443, 3.466)  -0.179
C (-14.474, 25.675, 3.111)  -0.947
N (-17.911, 23.873, 4.605)  0.200
H (-17.700, 22.158, 1.833)  0.403
H (-19.050, 22.837, 2.709)  0.196
H (-18.278, 21.337, 3.310)  0.352
H (-16.328, 22.682, 4.015)  0.368
H (-17.455, 24.758, 2.306)  0.222
H (-15.947, 23.991, 1.886)  0.472
H (-14.360, 26.215, 2.171)  0.297
H (-13.879, 24.772, 2.972)  0.378
H (-13.898, 26.199, 3.874)  0.287
H (-18.102, 23.235, 5.365)  0.264
H (-17.193, 24.507, 4.924)  -0.131

DFT total energy (eV): -46103.1853
Gap between HOMO and LUMO (eV): 5.5
Energy relative to the best compared isomer or geometry (same formula, charge and spin) (eV): 3.761
Charge: -1

---

[2]
2 unconnected molecules or ions with the total composition C2H3O2 at a distorted geometry. Source: the OMol25 dataset; level of theory: the ωB97M-V functional and the def2-TZVPD basis.

Each line ends with the natural charge from an NBO analysis.
Element x y z (Å)
C (-0.628, -0.679, 0.674)  0.420
C (-0.599, -1.683, 1.367)  -0.786
O (-0.890, 0.112, -0.192)  -0.754
O (1.104, 1.489, -1.358)  -1.024
H (0.130, -2.293, 1.845)  0.189
H (0.452, 2.238, -1.497)  0.443
H (0.431, 0.816, -0.840)  0.511

DFT total energy (eV): -6216.7026
Gap between HOMO and LUMO (eV): 7.4
Energy relative to the best compared isomer or geometry (same formula, charge and spin) (eV): 2.310
Charge: -1

---

[3]
A gas-phase ion, C2H5N2 (charge +1) at a distorted geometry. Source: the OMol25 dataset; level of theory: the ωB97M-V functional and the def2-TZVPD basis.

Each line ends with the natural charge from an NBO analysis.
Element x y z (Å)
H (1.570, -1.255, -1.551)  0.430
N (0.958, -0.805, -0.779)  -0.581
C (0.243, 0.211, -0.941)  0.216
N (-0.602, 0.611, 0.172)  -0.468
C (-0.404, -0.024, 1.294)  0.172
H (0.222, 0.727, -1.921)  0.230
H (-1.428, 1.191, -0.031)  0.469
H (0.439, -0.749, 1.503)  0.279
H (-0.999, 0.092, 2.254)  0.253

DFT total energy (eV): -5126.3196
Gap between HOMO and LUMO (eV): 9.4
Energy relative to the best compared isomer or geometry (same formula, charge and spin) (eV): 0.727
Charge: +1

---

[4]
A molecular structure, C31H33FN4O4Ta at a distorted geometry. Source: the OMol25 dataset; level of theory: the ωB97M-V functional and the def2-TZVPD basis.

Each line ends with the Mulliken charge.
Element x y z (Å)
Ta (1.345, 0.815, -0.212)  3.783
C (-1.831, -5.987, 0.649)  -1.371
C (-1.946, -5.439, -0.768)  -0.238
C (-3.309, -5.665, -1.400)  -1.058
C (-4.400, -4.960, -0.603)  -1.177
C (-4.005, -3.561, -0.193)  1.124
C (-4.953, -2.681, 0.272)  -0.720
C (-4.607, -1.381, 0.654)  -0.212
F (-5.563, -0.579, 1.101)  -0.316
C (-3.330, -0.910, 0.556)  -0.893
C (-2.346, -1.774, 0.055)  0.496
C (-1.010, -1.322, -0.159)  1.003
O (-0.592, -0.153, 0.275)  -0.948
C (-0.150, -2.184, -0.842)  -0.097
C (-0.471, -3.514, -1.048)  -0.507
N (-1.672, -3.964, -0.746)  -0.034
C (-2.672, -3.103, -0.291)  -0.384
C (1.117, -1.471, -0.956)  0.857
O (2.025, -1.546, -0.135)  -0.514
O (1.101, -0.347, -1.716)  -0.658
H (-2.070, -7.050, 0.641)  0.397
H (-2.515, -5.488, 1.335)  0.382
H (-0.816, -5.876, 1.031)  0.384
H (-1.171, -5.885, -1.389)  0.509
H (-3.500, -6.737, -1.439)  0.431
H (-3.297, -5.301, -2.430)  0.362
H (-4.652, -5.530, 0.294)  0.414
H (-5.315, -4.905, -1.193)  0.563
H (-5.992, -2.982, 0.336)  0.591
H (-3.084, 0.104, 0.834)  0.734
H (0.239, -4.226, -1.448)  0.569
C (1.034, 0.703, 3.956)  -1.536
C (1.012, 1.630, 2.799)  0.502
O (1.539, 1.305, 1.658)  -0.848
N (0.498, 2.818, 2.845)  0.067
C (0.563, 3.758, 1.706)  -1.314
C (-0.516, 3.480, 0.691)  0.940
C (-1.569, 4.363, 0.558)  -1.016
C (-2.570, 4.112, -0.370)  -0.689
C (-2.489, 2.968, -1.140)  -1.082
C (-1.409, 2.127, -0.962)  -0.375
N (-0.427, 2.368, -0.076)  0.635
H (1.459, -0.253, 3.667)  0.331
H (0.024, 0.552, 4.341)  0.467
H (1.633, 1.134, 4.761)  0.418
H (0.047, 3.119, 3.701)  0.306
H (1.542, 3.684, 1.236)  -0.011
H (0.455, 4.758, 2.115)  0.687
H (-1.607, 5.250, 1.176)  0.541
H (-3.397, 4.802, -0.486)  0.487
H (-3.244, 2.726, -1.875)  0.560
H (-1.319, 1.228, -1.557)  0.646
C (4.232, 0.173, -1.329)  -0.985
N (3.674, 0.690, -0.043)  -0.328
C (4.176, -0.144, 1.083)  -0.999
C (4.123, 2.092, 0.160)  -1.308
C (3.406, 2.957, -0.814)  1.016
C (3.992, 4.082, -1.374)  -0.810
C (3.287, 4.843, -2.295)  -0.781
C (1.998, 4.475, -2.670)  -0.950
C (1.404, 3.362, -2.102)  -0.965
C (2.098, 2.586, -1.156)  0.591
H (5.319, 0.258, -1.305)  0.403
H (3.850, 0.748, -2.168)  0.389
H (3.967, -0.873, -1.446)  0.373
H (5.265, -0.081, 1.115)  0.476
H (3.895, -1.180, 0.944)  0.337
H (3.776, 0.224, 2.025)  0.317
H (5.207, 2.162, 0.038)  0.718
H (3.897, 2.373, 1.192)  0.279
H (5.004, 4.358, -1.103)  0.531
H (3.748, 5.718, -2.735)  0.450
H (1.460, 5.053, -3.410)  0.505
H (0.404, 3.095, -2.415)  0.552

DFT total energy (eV): -51081.4855
Gap between HOMO and LUMO (eV): 7.0
Charge: +3

---

[5]
2 unconnected molecules or ions with the total composition C4H6N2S at a distorted geometry. Source: the OMol25 dataset; level of theory: the ωB97M-V functional and the def2-TZVPD basis.

Each line ends with the Mulliken spin population.
Element x y z (Å)
C (0.467, 0.067, -0.890)  0.019
C (0.715, 0.564, 0.536)  0.025
C (-1.631, -0.719, 0.554)  0.994
C (-0.529, -0.147, 0.176)  0.730
N (1.713, -3.559, -1.930)  -0.002
N (0.911, -3.130, -2.580)  -0.002
S (-0.156, -2.558, -3.477)  0.008
H (0.312, 0.914, -1.713)  0.039
H (1.011, -0.825, -1.161)  0.057
H (1.574, 0.261, 1.166)  0.016
H (0.496, 1.527, 0.730)  0.055
H (-2.022, -0.371, 1.516)  0.038
H (-2.400, -1.168, -0.217)  0.022

2S+1: 3
⟨S²⟩: 2.0059
DFT total energy (eV): -18052.3875
Gap between HOMO and LUMO (spin up / spin down) (eV): 5.8 / 7.9
Energy relative to the best compared isomer or geometry (same formula, charge and spin) (eV): 3.802

---

[6]
A single C21H21N3O4 molecule. Source: the OMol25 dataset; level of theory: the ωB97M-V functional and the def2-TZVPD basis.

Each line ends with the natural charge from an NBO analysis.
Element x y z (Å)
C (-5.442, 6.404, 0.435)  -0.204
C (-4.354, 6.072, 0.052)  -0.019
C (-3.057, 5.710, -0.388)  -0.104
C (-2.246, 6.655, -1.015)  -0.198
C (-0.969, 6.300, -1.410)  -0.195
C (-0.499, 5.020, -1.188)  -0.253
C (-1.311, 4.064, -0.571)  0.238
N (-0.763, 2.803, -0.350)  -0.578
C (-1.358, 1.646, 0.032)  0.453
N (-2.675, 1.586, 0.133)  -0.538
C (-3.225, 0.416, 0.459)  0.279
N (-2.616, -0.704, 0.716)  -0.498
C (-1.264, -0.680, 0.666)  0.269
C (-0.559, -1.846, 1.004)  -0.347
C (0.814, -1.878, 1.029)  0.347
O (1.547, -2.942, 1.453)  -0.514
C (0.898, -4.161, 1.753)  -0.106
C (0.441, -4.927, 0.489)  -0.103
O (1.013, -6.205, 0.381)  -0.529
C (2.353, -6.204, -0.055)  -0.254
C (1.537, -0.718, 0.609)  0.222
O (2.903, -0.612, 0.581)  -0.502
C (3.692, -1.686, 0.097)  -0.100
C (3.494, -1.942, -1.404)  -0.091
O (2.296, -2.616, -1.707)  -0.721
C (0.849, 0.426, 0.268)  -0.219
C (-0.550, 0.491, 0.310)  -0.193
C (-2.597, 4.413, -0.174)  -0.237
H (-6.396, 6.676, 0.777)  0.231
H (-2.619, 7.655, -1.181)  0.222
H (-0.334, 7.028, -1.894)  0.218
H (0.503, 4.752, -1.495)  0.203
H (0.232, 2.749, -0.516)  0.395
H (-4.306, 0.411, 0.509)  0.177
H (-1.152, -2.703, 1.276)  0.236
H (0.064, -3.996, 2.441)  0.185
H (1.655, -4.750, 2.276)  0.210
H (-0.638, -5.095, 0.512)  0.194
H (0.689, -4.326, -0.399)  0.189
H (2.638, -7.248, -0.166)  0.196
H (3.018, -5.723, 0.670)  0.158
H (2.450, -5.688, -1.017)  0.178
H (3.505, -2.606, 0.654)  0.205
H (4.720, -1.357, 0.268)  0.194
H (4.295, -2.598, -1.754)  0.187
H (3.552, -0.988, -1.946)  0.166
H (1.551, -2.038, -1.502)  0.473
H (1.451, 1.278, -0.013)  0.212
H (-3.231, 3.682, 0.297)  0.266

DFT total energy (eV): -34775.4056
Gap between HOMO and LUMO (eV): 8.2
Energy relative to the best compared isomer or geometry (same formula, charge and spin) (eV): 5.271

---

Among the records above, which one has the highest DFT total energy? C2H5N2